[1]
{"formula": "C17H28N2O4", "method": "wB97M-V/def2-TZVPD", "smiles": "COc1cc(CNCCCO)ccc1OCC(=O)NC(C)(C)C", "relative_energy_ev": 1.016, "e_lumo_ev": 0.53, "multiplicity": 1, "mol_weight_g_mol": 324.4, "elements": ["C", "H", "O", "C", "C", "C", "C", "C", "C", "O", "C", "H", "H", "C", "O", "N", "H", "C", "C", "H", "H", "H", "C", "H", "H", "H", "C", "H", "H", "H", "H", "H", "C", "N", "H", "C", "C", "H", "H", "C", "O", "H", "H", "H", "H", "H", "H", "H", "H", "H", "H"], "positions_angstrom": [[0.611, -3.616, -1.935], [0.107, -4.233, -2.677], [-0.413, -3.060, -1.148], [-0.062, -2.274, -0.091], [1.232, -1.898, 0.228], [1.492, -1.072, 1.319], [0.433, -0.617, 2.083], [-0.870, -0.985, 1.782], [-1.132, -1.814, 0.706], [-2.375, -2.240, 0.319], [-3.486, -1.783, 1.053], [-3.416, -2.049, 2.114], [-4.348, -2.301, 0.623], [-3.713, -0.266, 0.932], [-4.245, 0.370, 1.818], [-3.274, 0.222, -0.238], [-2.842, -0.435, -0.871], [-3.228, 1.634, -0.614], [-2.612, 1.709, -2.010], [-2.558, 2.743, -2.338], [-1.605, 1.297, -2.006], [-3.216, 1.153, -2.724], [-2.356, 2.389, 0.394], [-2.797, 2.317, 1.384], [-2.282, 3.437, 0.118], [-1.356, 1.959, 0.424], [-4.648, 2.203, -0.622], [-5.089, 2.097, 0.364], [-4.629, 3.256, -0.890], [-5.266, 1.668, -1.340], [-1.673, -0.612, 2.396], [0.615, 0.029, 2.930], [2.898, -0.609, 1.611], [3.155, 0.767, 1.187], [2.514, 1.381, 1.681], [3.030, 1.000, -0.249], [4.261, 0.507, -1.014], [4.110, 0.698, -2.078], [4.386, -0.568, -0.876], [5.538, 1.214, -0.551], [5.914, 0.856, 0.751], [5.108, 0.914, 1.293], [6.376, 0.939, -1.199], [5.392, 2.304, -0.623], [2.941, 2.080, -0.397], [2.126, 0.527, -0.667], [3.623, -1.257, 1.115], [3.088, -0.648, 2.687], [2.061, -2.248, -0.368], [1.194, -2.842, -2.446], [1.283, -4.242, -1.340]]}

---

[2]
{"formula": "C17H28N4O2S", "method": "wB97M-V/def2-TZVPD", "smiles": "CO[C@H](CN)COCS.c1cc[nH]c1.c1cc[nH]c1.c1cc[nH]c1", "relative_energy_ev": 4.184, "e_lumo_ev": 0.48, "multiplicity": 1, "mol_weight_g_mol": 352.5, "elements": ["C", "O", "C", "C", "N", "C", "O", "C", "S", "H", "H", "H", "H", "H", "H", "H", "H", "H", "H", "H", "H", "H", "N", "C", "C", "C", "C", "H", "H", "H", "H", "H", "N", "C", "C", "C", "C", "H", "H", "H", "H", "H", "N", "C", "C", "C", "C", "H", "H", "H", "H", "H"], "positions_angstrom": [[0.204, -1.117, 3.489], [-0.390, 0.031, 2.903], [0.483, 0.849, 2.125], [0.581, 2.266, 2.760], [1.937, 2.685, 3.131], [-0.036, 0.875, 0.695], [0.612, -0.041, -0.184], [1.696, 0.463, -0.897], [3.315, 0.213, -0.076], [0.123, -1.963, 2.813], [1.233, -0.953, 3.790], [-0.360, -1.347, 4.384], [1.478, 0.428, 2.133], [-0.012, 2.242, 3.662], [0.184, 3.003, 2.074], [2.271, 2.120, 3.902], [2.568, 2.515, 2.356], [-1.068, 0.554, 0.753], [-0.029, 1.879, 0.284], [1.763, -0.107, -1.815], [1.564, 1.506, -1.165], [3.699, 1.488, 0.059], [-2.831, -2.556, 5.558], [-1.980, -3.366, 6.260], [-2.388, -3.369, 7.566], [-3.530, -2.528, 7.655], [-3.777, -2.041, 6.400], [-2.768, -2.365, 4.575], [-1.164, -3.869, 5.771], [-1.922, -3.914, 8.369], [-4.103, -2.306, 8.540], [-4.542, -1.376, 6.036], [0.008, 1.827, -3.645], [0.915, 2.722, -4.142], [0.247, 3.569, -4.986], [-1.116, 3.168, -4.996], [-1.231, 2.091, -4.158], [0.221, 1.082, -3.007], [1.953, 2.679, -3.856], [0.686, 4.385, -5.535], [-1.919, 3.618, -5.554], [-2.083, 1.492, -3.887], [1.453, -1.212, -6.932], [1.176, -0.523, -5.785], [0.572, -1.394, -4.915], [0.488, -2.656, -5.565], [1.037, -2.510, -6.809], [1.893, -0.822, -7.745], [1.425, 0.520, -5.688], [0.225, -1.159, -3.923], [0.068, -3.563, -5.165], [1.168, -3.214, -7.612]]}

---

[3]
{"formula": "C17H28N6S4Tl", "method": "wB97M-V/def2-TZVPD", "relative_energy_ev": 2.321, "charge": 3, "e_lumo_ev": [-11.00, -11.64], "multiplicity": 1, "mol_weight_g_mol": 649.1, "elements": ["Tl", "C", "C", "N", "C", "C", "N", "C", "C", "N", "H", "H", "H", "H", "H", "H", "H", "H", "H", "H", "H", "H", "H", "H", "H", "C", "C", "N", "C", "C", "S", "C", "C", "S", "C", "N", "C", "H", "H", "H", "H", "H", "H", "H", "H", "S", "C", "N", "C", "C", "S", "H", "H", "H", "H", "H"], "positions_angstrom": [[-0.450, 0.238, 0.001], [1.461, -3.497, 0.957], [0.230, -2.999, 1.777], [0.351, -1.648, 2.298], [1.552, -1.259, 3.030], [2.126, 0.103, 2.569], [2.185, 0.275, 1.115], [3.289, -0.352, 0.398], [3.298, -1.902, 0.389], [2.046, -2.520, 0.105], [1.095, -4.338, 0.359], [2.226, -3.874, 1.633], [0.116, -3.757, 2.561], [-0.659, -3.034, 1.146], [-0.488, -1.394, 2.797], [2.312, -2.030, 2.920], [1.357, -1.164, 4.100], [3.116, 0.201, 3.031], [1.496, 0.901, 2.966], [2.199, 1.263, 0.892], [4.266, -0.077, 0.813], [3.242, 0.001, -0.633], [3.683, -2.300, 1.324], [4.021, -2.173, -0.394], [1.549, -2.251, -0.757], [1.055, 2.912, -2.660], [-0.021, 3.511, -1.841], [-0.618, 2.938, -0.843], [-1.580, 3.756, -0.287], [-1.691, 5.003, -0.913], [-0.608, 5.140, -2.187], [-2.368, 3.327, 0.814], [-3.263, 4.133, 1.526], [-4.006, 3.267, 2.756], [-3.096, 1.835, 2.275], [-2.300, 2.030, 1.272], [-3.263, 0.548, 2.992], [1.230, 1.879, -2.367], [1.980, 3.484, -2.555], [0.788, 2.939, -3.718], [-2.372, 5.808, -0.674], [-3.486, 5.180, 1.377], [-4.292, 0.413, 3.325], [-2.636, 0.541, 3.888], [-2.985, -0.275, 2.337], [0.485, -1.277, -2.685], [-0.885, -1.555, -3.615], [-0.932, -2.335, -4.673], [-2.242, -2.573, -5.282], [-3.110, -1.387, -4.881], [-2.427, -0.823, -3.281], [-0.124, -2.859, -4.978], [-2.646, -3.516, -4.908], [-2.154, -2.639, -6.365], [-4.157, -1.644, -4.754], [-3.022, -0.559, -5.582]]}

---

[4]
{"formula": "C17H28NO2P2PbTe", "method": "wB97M-V/def2-TZVPD", "relative_energy_ev": 0.000, "charge": 1, "e_lumo_ev": -2.90, "multiplicity": 1, "mol_weight_g_mol": 675.2, "elements": ["Pb", "P", "C", "C", "N", "C", "C", "C", "C", "C", "P", "H", "H", "H", "H", "H", "H", "H", "H", "O", "H", "H", "O", "H", "C", "H", "H", "H", "C", "H", "H", "H", "C", "H", "H", "H", "C", "H", "H", "H", "Te", "C", "C", "C", "C", "C", "C", "H", "H", "H", "H", "H"], "positions_angstrom": [[0.027, -0.482, 0.348], [-1.944, -0.202, -1.508], [-1.007, -0.098, -3.087], [0.237, 0.791, -3.038], [0.892, 0.941, -1.870], [2.000, 1.703, -1.805], [2.511, 2.322, -2.945], [1.877, 2.157, -4.180], [0.721, 1.373, -4.208], [2.688, 1.928, -0.456], [2.453, 0.591, 0.776], [0.181, 1.186, -5.135], [3.411, 2.929, -2.841], [2.269, 2.623, -5.086], [3.784, 2.028, -0.583], [2.285, 2.848, 0.014], [-0.702, -1.146, -3.325], [-1.724, 0.270, -3.850], [1.919, -4.386, -1.317], [1.658, -4.626, -2.224], [2.495, -4.916, -2.645], [3.117, -3.353, 2.389], [3.488, -4.212, 2.096], [3.817, -4.614, 2.919], [3.736, -0.636, 0.458], [4.727, -0.158, 0.573], [3.644, -1.495, 1.151], [3.626, -1.036, -0.567], [2.711, 1.279, 2.420], [2.578, 0.478, 3.171], [3.737, 1.687, 2.493], [1.951, 2.056, 2.627], [-3.032, 1.237, -1.442], [-3.713, 1.226, -2.318], [-3.610, 1.219, -0.499], [-2.424, 2.159, -1.428], [-2.953, -1.695, -1.595], [-3.522, -1.809, -0.657], [-3.649, -1.642, -2.450], [-2.301, -2.582, -1.694], [-0.928, 2.115, 1.565], [-2.277, 0.983, 2.705], [-3.400, 1.667, 3.240], [-4.324, 0.967, 4.026], [-4.151, -0.403, 4.272], [-3.054, -1.081, 3.731], [-2.114, -0.401, 2.953], [-3.496, 2.732, 3.025], [-5.180, 1.494, 4.453], [-4.870, -0.942, 4.888], [-2.921, -2.150, 3.921], [-1.244, -0.926, 2.537]]}